Molecular formula: CN2O2
Method: DFT, ωB97M-V with the def2-TZVPD basis set

CARTESIAN COORDINATES (ANGSTROEM)
O (0.489, -2.160, -0.248)
O (-0.138, 1.583, -0.082)
N (-0.937, -0.304, 0.040)
N (0.764, 2.104, 0.356)
C (-0.179, -1.223, -0.066)

The spin multiplicity is 1. The value obtained for the relative energy (zero: lowest compared OMol25 entry of this formula, charge and spin) is 6.360 eV. For the total energy, the calculation gives -8107.4233 eV. As for the strongest force on any atom: 0.0485 hartree/bohr. Its net charge is 0. Its molecular weight is 72.0 g/mol. The value obtained for the HOMO-LUMO gap (spin up / spin down) is 9.6 / 6.8 eV.

=====

Molecular formula: C4H10O
Method: DFT, ωB97M-V with the def2-TZVPD basis set

CARTESIAN COORDINATES (ANGSTROEM)
O (0.023, 0.240, -1.118)
C (0.959, 0.162, 1.159)
C (1.238, -0.150, -1.607)
C (-1.498, 0.796, 0.751)
C (-0.172, 0.371, 0.144)
H (-1.113, -1.375, -1.486)
H (0.720, -0.614, 1.949)
H (-1.217, 0.797, 1.807)
H (1.874, -0.606, -0.910)
H (-2.380, 0.126, 0.632)
H (1.960, 0.109, 0.669)
H (-0.914, -2.077, -1.587)
H (0.997, 1.032, 1.900)
H (-1.735, 1.717, 0.276)
H (1.259, -0.529, -2.579)

The spin multiplicity is 1. The value obtained for the relative energy (zero: lowest compared OMol25 entry of this formula, charge and spin) is 5.316 eV. For the total energy, the calculation gives -6352.4865 eV. As for the strongest force on any atom: 0.0573 hartree/bohr. Its net charge is 0. Its molecular weight is 74.1 g/mol. The value obtained for the HOMO-LUMO gap (spin up / spin down) is 7.3 / 8.5 eV.